No. 1
This record from the OMol25 dataset describes a 3-piece molecular cluster, C3H11NO3 overall at a distorted geometry. The level of theory is ωB97M-V/def2-TZVPD.

The energy above the lowest of the compared OMol25 structures with the same formula, charge and spin is 33.6 kcal per mole. Its HOMO energy is -9.239 eV. The SMILES is CN(C)C=O.O.O. The value obtained for the HOMO-LUMO gap is 9.873 eV. The max |F| is 2.7 eV/Å. The LUMO energy is 0.6337 eV.

Last column: natural (NBO) charge in e.
Atoms and positions in Å:
H: -4.529 1.387 -3.384  0.4643
H: -0.141 -1.867 3.492  0.1153
C: 2.157 -2.166 2.391  -0.4022
H: 1.638 -2.990 2.870  0.2107
H: 3.107 -2.010 2.918  0.1937
C: 0.168 -0.918 3.042  0.5209
H: 1.697 1.106 2.396  0.2324
O: -0.454 0.120 3.161  -0.6276
H: 1.226 0.512 0.971  0.2148
H: -2.563 2.340 -5.847  0.4680
H: -1.436 2.767 -6.756  0.4654
O: -2.296 2.303 -6.768  -0.9336
N: 1.358 -0.956 2.399  -0.4252
H: -3.400 1.574 -2.454  0.4643
H: 2.342 -2.435 1.343  0.1951
H: 2.957 0.089 1.507  0.2122
O: -3.757 0.916 -3.052  -0.9284
C: 1.924 0.228 1.770  -0.4401

No. 2
This record from the OMol25 dataset describes a 3-piece molecular cluster, C12H16O6 overall at a distorted geometry. The level of theory is ωB97M-V/def2-TZVPD.

The energy above the lowest of the compared OMol25 structures with the same formula, charge and spin is 120.7 kcal per mole. Its HOMO energy is -8.924 eV. The SMILES is O=C1C=C(O)C(=O)C=C1O.CC(C)=O.CC(C)=O. The value obtained for the HOMO-LUMO gap is 7.022 eV. The max |F| is 11.3 eV/Å. The LUMO energy is -1.9021 eV.

Last column: natural (NBO) charge in e.
Atoms and positions in Å:
C: 40.034 2.296 8.570  0.4160
H: 35.379 6.636 12.909  0.2416
H: 38.183 3.356 11.350  0.2257
O: 39.964 2.014 7.365  -0.4742
H: 42.249 1.766 8.774  0.2459
H: 34.062 5.840 7.667  0.2384
C: 41.370 2.125 10.858  0.2765
C: 34.480 3.938 12.826  -0.7110
C: 41.294 1.981 9.302  -0.2944
C: 35.700 7.064 6.960  0.5881
O: 35.728 4.358 10.731  -0.6197
C: 39.052 2.894 10.862  -0.3681
C: 40.332 2.740 11.574  0.4054
O: 37.761 3.180 8.775  -0.6758
H: 37.220 7.710 8.274  0.2152
H: 37.734 6.522 7.347  0.2116
H: 37.216 3.975 9.143  0.5347
H: 35.128 6.452 9.002  0.2324
H: 33.794 3.471 12.258  0.2329
H: 42.449 2.261 12.188  0.4821
C: 35.538 4.701 11.943  0.6208
C: 38.896 2.790 9.401  0.3287
O: 42.627 1.896 11.354  -0.6102
H: 35.772 5.241 7.872  0.2185
C: 35.048 6.083 7.862  -0.6990
H: 35.176 3.239 13.408  0.2473
H: 37.605 8.047 6.694  0.2245
H: 36.842 5.822 13.385  0.2418
H: 33.802 4.617 13.407  0.2314
C: 37.217 7.355 7.280  -0.6827
O: 35.042 7.752 6.149  -0.5473
C: 36.245 6.063 12.458  -0.7262
H: 36.815 6.398 11.544  0.2484
O: 40.249 2.813 12.715  -0.4992

No. 3
This record from the OMol25 dataset describes C39H36ClN6O5Tl as an isolated structure at a distorted geometry. The level of theory is ωB97M-V/def2-TZVPD.

Its HOMO energy (alpha / beta) is -7.621 / -7.604 eV. The value obtained for the HOMO-LUMO gap (alpha / beta) is 4.039 / 3.738 eV. The max |F| is 3.5 eV/Å. The LUMO energy (alpha / beta) is -3.5818 / -3.8662 eV.

Last column: Mulliken charge in e.
Atoms and positions in Å:
C: 3.630 -0.774 -1.875  0.0566
H: -2.509 -0.421 1.023  -0.0179
H: 0.658 -3.574 -0.629  0.3968
C: 2.679 2.425 4.576  -0.8217
N: -0.632 -2.374 0.476  0.4922
H: 6.240 -1.579 -1.366  0.4822
C: 2.380 1.243 5.372  -0.4057
C: -3.170 5.901 3.306  -1.3729
N: -0.874 -0.201 2.244  0.1534
C: -0.975 -4.792 0.255  -0.8615
C: -2.465 -3.470 1.609  -0.7031
C: -1.669 -2.321 1.338  0.6307
N: 2.805 -1.548 -2.602  -0.2444
C: -0.046 -3.425 -5.178  0.7332
C: -2.291 0.068 -2.021  -0.5387
H: 3.465 2.079 -3.630  0.5216
C: 1.326 0.447 5.034  -0.7126
H: 2.317 -1.563 2.981  -0.0234
C: -4.458 3.650 0.523  -0.0424
H: 5.389 -3.367 2.455  0.4354
H: 1.955 3.494 2.818  0.4685
H: -2.014 2.814 -0.247  -0.5441
H: -1.036 -5.227 -4.926  0.3688
H: 1.762 -2.849 -8.044  0.4113
C: 0.269 -3.427 -6.565  -0.6132
H: -3.475 6.146 4.297  0.4365
H: -1.525 -0.651 -2.456  0.0687
H: 6.936 -2.916 0.711  0.4630
C: 2.464 -1.115 -3.820  0.5343
C: 5.067 -2.786 1.614  -0.6382
N: 3.406 -1.562 0.417  0.2150
C: 1.385 -2.792 -7.022  -0.5727
C: 3.793 0.573 -2.164  -0.1341
C: -5.507 5.243 2.588  -0.7701
C: 3.741 -2.300 1.539  0.3293
H: -2.860 -5.504 1.051  0.4260
O: -1.756 0.790 -0.921  -0.2524
C: 1.880 2.633 3.465  -0.2584
C: -1.211 -4.196 -4.679  -1.1202
H: -2.416 0.823 -2.801  0.3546
C: -0.234 3.764 0.277  0.3316
H: -1.186 -4.114 -3.548  0.1288
O: 0.286 3.085 -0.644  -0.7604
Cl: -7.938 5.264 1.608  -0.2423
H: -2.201 5.381 3.249  0.2336
H: -2.147 -3.869 -5.185  0.3383
H: -0.510 -5.764 0.077  0.4220
H: -6.531 3.417 -0.146  0.4214
H: -2.915 6.952 2.853  0.2489
H: -0.338 -4.034 -7.239  0.3655
C: 0.577 0.780 3.886  0.2478
O: -2.295 4.296 1.269  -0.1226
C: 2.760 0.181 -4.275  -0.9077
O: 0.157 4.328 1.292  -0.6104
C: -3.644 4.439 1.367  0.4614
H: -2.679 -0.954 2.778  0.6894
C: -0.664 -0.028 3.546  0.2250
H: 3.657 2.920 4.630  0.3497
C: -2.165 -4.682 0.986  -0.4064
N: 0.766 -2.814 -4.279  -0.1850
C: -5.854 3.848 0.570  -0.8933
O: -1.314 -0.482 4.510  -0.7224
H: -4.093 2.931 -0.244  0.1917
H: -2.066 4.493 -0.820  0.3511
H: 0.968 -0.363 5.610  0.5432
C: -0.265 -3.580 -0.002  -0.3160
H: 2.952 -3.252 3.299  0.3953
H: -3.186 -0.542 -1.815  0.3078
C: -6.370 4.646 1.624  0.3393
C: 4.174 -1.428 -0.618  0.0396
N: 0.879 1.798 3.170  0.0532
H: 2.880 1.010 6.317  0.3990
C: -4.132 5.165 2.447  0.5950
H: -5.923 5.880 3.326  0.4525
Tl: 0.370 0.501 -0.072  1.1331
H: -3.316 -3.355 2.321  0.4074
C: -2.067 -0.959 1.907  -1.2198
H: 4.303 1.296 -1.460  0.3434
C: 1.797 -2.067 -4.731  0.6206
H: 1.776 -2.918 2.043  -0.0810
C: 2.095 -2.051 -6.130  -0.6225
C: 2.655 -2.504 2.541  -0.5191
C: -1.760 3.847 0.041  0.6631
C: 3.318 1.052 -3.379  -0.7469
H: 2.446 0.511 -5.236  0.4747
C: 5.971 -2.530 0.562  -0.6052
H: 2.812 -1.262 -6.438  0.3491
C: 5.536 -1.826 -0.591  -0.4923

No. 4
This record from the OMol25 dataset describes an isolated ion of composition C5H11OS and charge -1 at a distorted geometry. The level of theory is ωB97M-V/def2-TZVPD.

The charge is -1. The energy above the lowest of the compared OMol25 structures with the same formula, charge and spin is 58.1 kcal per mole. Its HOMO energy is -2.111 eV. The SMILES is CSCCCC[O-]. The value obtained for the HOMO-LUMO gap is 5.294 eV. The max |F| is 2.4 eV/Å. The LUMO energy is 3.1827 eV.

Last column: natural (NBO) charge in e.
Atoms and positions in Å:
H: 0.880 -2.672 -0.375  0.2187
H: -2.552 1.330 1.625  0.0361
S: 1.787 -0.700 0.603  0.0930
C: -2.412 1.474 0.491  0.0219
H: 1.299 -0.341 -1.821  0.2019
O: -3.084 0.672 -0.336  -0.9450
C: 1.096 0.255 -0.935  -0.4377
H: -0.854 -0.530 -0.746  0.2267
C: 1.810 -2.440 0.171  -0.7734
C: -0.432 0.462 -0.875  -0.4147
H: -0.323 2.314 0.411  0.1608
H: -0.681 0.967 -1.806  0.2062
H: -2.732 2.574 0.505  0.0425
H: -0.598 0.914 1.267  0.1927
C: -0.854 1.335 0.294  -0.4599
H: 2.138 -3.186 0.906  0.2270
H: 2.578 -2.636 -0.600  0.1897
H: 1.687 1.155 -0.661  0.2136

No. 5
This record from the OMol25 dataset describes C2HBrI2 as an isolated structure at a distorted geometry. The level of theory is ωB97M-V/def2-TZVPD.

As for the spin multiplicity: 3. The energy above the lowest of the compared OMol25 structures with the same formula, charge and spin is 74.3 kcal per mole. Its HOMO energy (alpha / beta) is -7.744 / -8.325 eV. The value obtained for the HOMO-LUMO gap (alpha / beta) is 6.365 / 5.672 eV. The max |F| is 2.4 eV/Å. The LUMO energy (alpha / beta) is -1.3784 / -2.6536 eV.

Last column: natural (NBO) charge in e.
Atoms and positions in Å:
C: -1.330 -0.128 0.248  -0.2392
H: -1.458 -0.592 1.239  0.1524
C: 1.293 0.098 -0.050  -0.5719
Br: -2.052 1.537 0.296  0.1547
I: 1.519 0.904 -1.937  0.2564
I: 2.028 -1.818 0.204  0.2475

- Number 4 is which compound?
  C5H11OS

- Look up the max |F| of the fourth one.
  2.4 eV/Å

- The highest max |F| belongs to which entry?
  C12H16O6